(1)
{
  "formula": "C16H20CuNO2P2",
  "method": "wB97M-V/def2-TZVPD",
  "symbols": ["Cu", "C", "P", "C", "C", "C", "C", "C", "C", "C", "P", "C", "C", "H", "H", "H", "H", "H", "H", "H", "H", "H", "H", "H", "H", "H", "H", "H", "H", "O", "C", "O", "C", "C", "C", "C", "C", "N", "H", "H", "H", "H"],
  "xyz": [[-0.49, -0.83, 0.28], [1.14, 0.48, -2.69], [1.20, 0.28, -0.89], [2.86, -0.38, -0.55], [1.23, 1.97, -0.22], [2.13, 2.92, -0.73], [2.15, 4.20, -0.21], [1.29, 4.56, 0.81], [0.40, 3.63, 1.32], [0.36, 2.34, 0.81], [-0.75, 1.08, 1.50], [-0.24, 0.82, 3.22], [-2.40, 1.80, 1.59], [0.17, 0.86, -3.00], [1.32, -0.49, -3.16], [1.92, 1.17, -3.03], [3.63, 0.27, -0.98], [2.95, -1.38, -0.99], [3.02, -0.45, 0.52], [2.81, 2.65, -1.52], [2.85, 4.93, -0.62], [1.31, 5.57, 1.21], [-0.26, 3.92, 2.13], [-0.35, 1.74, 3.80], [0.80, 0.50, 3.24], [-0.86, 0.03, 3.63], [-2.41, 2.70, 2.20], [-3.07, 1.06, 2.03], [-2.76, 2.05, 0.59], [-2.33, -3.68, 2.25], [-1.79, -2.93, 1.48], [-1.33, -1.74, 1.74], [-1.59, -3.37, 0.03], [-2.04, -4.60, -0.43], [-1.84, -4.92, -1.76], [-1.21, -4.01, -2.59], [-0.79, -2.81, -2.06], [-0.98, -2.50, -0.78], [-2.53, -5.26, 0.28], [-2.18, -5.87, -2.15], [-1.04, -4.23, -3.64], [-0.29, -2.07, -2.67]],
  "nbo_charge": [1.071, -0.940, 0.857, -0.939, -0.346, -0.182, -0.174, -0.187, -0.129, -0.368, 0.934, -0.946, -0.946, 0.259, 0.249, 0.250, 0.247, 0.256, 0.258, 0.218, 0.236, 0.236, 0.215, 0.245, 0.254, 0.285, 0.247, 0.272, 0.256, -0.570, 0.742, -0.844, 0.109, -0.195, -0.127, -0.237, 0.048, -0.559, 0.266, 0.239, 0.240, 0.198],
  "relative_energy_kcal_mol": 0.0,
  "charge": 1,
  "homo_lumo_gap_ev": [8.39, 8.30],
  "spin_multiplicity": 2,
  "s_squared": 0.755,
  "homo_ev": [-11.381, -12.448],
  "e_tot_ev": -85715.117
}



(2)
{
  "formula": "C16H20F16NO2",
  "method": "wB97M-V/def2-TZVPD",
  "symbols": ["C", "C", "C", "C", "C", "N", "C", "H", "H", "H", "H", "H", "H", "H", "H", "H", "H", "H", "H", "C", "C", "C", "F", "F", "F", "F", "O", "C", "C", "F", "F", "F", "F", "H", "H", "H", "H", "C", "C", "C", "F", "F", "F", "F", "O", "C", "C", "F", "F", "F", "F", "H", "H", "H", "H"],
  "xyz": [[-2.66, 2.07, -4.09], [-1.70, 2.49, -5.36], [-1.66, 4.09, -5.68], [-0.32, 4.72, -4.99], [-0.96, 5.72, -3.85], [-2.33, 5.92, -3.96], [-2.84, 5.08, -5.13], [-2.63, 2.82, -3.19], [-2.27, 1.03, -3.69], [-3.77, 1.91, -4.48], [-0.60, 2.12, -5.07], [-2.01, 1.91, -6.34], [-1.78, 4.17, -6.84], [0.48, 3.97, -4.56], [0.17, 5.41, -5.82], [-0.32, 6.24, -3.00], [-2.87, 6.55, -3.31], [-3.30, 5.76, -5.99], [-3.80, 4.56, -4.72], [-0.12, 1.64, -1.16], [1.31, 2.17, -0.99], [2.41, 1.13, -1.15], [2.30, 0.11, -0.27], [3.64, 1.69, -0.94], [1.41, 2.82, 0.20], [1.51, 3.13, -1.95], [-0.82, 1.30, 0.04], [-0.53, 0.01, 0.57], [0.23, 0.06, 1.90], [1.36, 0.80, 1.82], [0.61, -1.18, 2.30], [0.12, -0.71, -0.38], [-1.73, -0.60, 0.74], [-0.71, 2.47, -1.58], [-0.19, 0.85, -1.92], [2.42, 0.70, -2.16], [-0.40, 0.50, 2.69], [1.60, -6.41, 4.33], [2.47, -6.16, 5.58], [1.69, -6.03, 6.89], [0.80, -5.01, 6.86], [2.54, -5.76, 7.92], [3.26, -5.08, 5.35], [3.32, -7.22, 5.70], [1.26, -5.27, 3.55], [0.14, -4.52, 4.03], [0.53, -3.13, 4.54], [1.50, -3.19, 5.49], [-0.53, -2.50, 5.11], [-0.52, -5.26, 4.95], [-0.71, -4.40, 2.97], [2.21, -7.03, 3.65], [0.73, -7.04, 4.55], [1.16, -6.95, 7.13], [0.90, -2.50, 3.73]],
  "nbo_charge": [-0.654, -0.414, -0.235, -0.492, 0.288, -0.471, -0.263, 0.203, 0.241, 0.238, 0.216, 0.245, 0.262, 0.291, 0.291, 0.272, 0.474, 0.258, 0.251, -0.135, 0.594, 0.517, -0.313, -0.317, -0.304, -0.345, -0.505, 0.847, 0.500, -0.313, -0.326, -0.317, -0.310, 0.208, 0.212, 0.145, 0.169, -0.144, 0.594, 0.516, -0.322, -0.323, -0.311, -0.325, -0.505, 0.847, 0.487, -0.315, -0.326, -0.318, -0.321, 0.232, 0.212, 0.147, 0.172],
  "relative_energy_kcal_mol": 79.5,
  "charge": 1,
  "homo_lumo_gap_ev": 7.68,
  "homo_ev": -12.778,
  "e_tot_ev": -65970.609
}



(3)
{
  "formula": "C16H20F5MoN8O4S",
  "method": "wB97M-V/def2-TZVPD",
  "symbols": ["Mo", "N", "N", "C", "O", "O", "H", "H", "H", "F", "C", "C", "F", "C", "F", "C", "S", "C", "F", "C", "F", "C", "C", "N", "O", "C", "C", "N", "O", "H", "H", "H", "H", "H", "H", "H", "C", "C", "C", "C", "N", "C", "N", "N", "N", "H", "H", "H", "H", "H", "H", "H", "H", "H", "H"],
  "xyz": [[0.29, -0.40, 0.39], [-0.83, -2.49, -0.29], [0.21, -3.33, -0.74], [1.52, -2.91, -0.53], [2.46, -3.66, -0.61], [1.59, -1.61, -0.29], [-1.26, -2.90, 0.54], [-1.52, -2.41, -1.02], [0.06, -4.32, -0.76], [6.96, -1.99, -0.08], [5.86, -1.25, 0.04], [5.13, -1.30, 1.22], [5.49, -2.09, 2.22], [4.00, -0.52, 1.33], [3.31, -0.59, 2.48], [3.54, 0.30, 0.30], [2.07, 1.26, 0.43], [4.31, 0.33, -0.86], [3.91, 1.09, -1.88], [5.45, -0.44, -1.00], [6.14, -0.41, -2.13], [0.27, -1.61, 4.57], [0.08, -0.87, 3.29], [0.44, -1.39, 2.12], [0.81, -2.72, 2.13], [-0.43, 0.43, 3.17], [-0.81, 1.37, 4.27], [-0.52, 0.78, 1.89], [-0.87, 1.94, 1.56], [-0.25, -2.56, 4.53], [-0.09, -1.02, 5.40], [1.33, -1.81, 4.72], [1.68, -2.78, 2.57], [-1.80, 1.13, 4.67], [-0.84, 2.38, 3.86], [-0.08, 1.34, 5.08], [-3.97, 1.09, -4.27], [-3.83, 2.39, -3.48], [-4.62, 2.33, -2.18], [-2.35, 2.75, -3.27], [-1.65, 1.83, -2.39], [-1.77, 1.68, -1.06], [-1.00, 0.67, -0.73], [-0.42, 0.22, -1.86], [-0.80, 0.91, -2.85], [-5.02, 0.87, -4.45], [-3.54, 0.24, -3.73], [-3.48, 1.17, -5.24], [-4.24, 3.20, -4.08], [-4.32, 1.47, -1.57], [-5.68, 2.21, -2.40], [-4.50, 3.24, -1.59], [-2.26, 3.75, -2.85], [-1.82, 2.72, -4.22], [-2.32, 2.30, -0.37]],
  "nbo_charge": [1.266, -0.623, -0.497, 0.892, -0.573, -0.694, 0.389, 0.393, 0.406, -0.268, 0.295, 0.274, -0.281, 0.335, -0.318, -0.288, 0.043, 0.332, -0.287, 0.312, -0.281, -0.682, 0.318, -0.221, -0.554, 0.066, -0.668, -0.022, -0.462, 0.261, 0.252, 0.254, 0.496, 0.238, 0.265, 0.237, -0.613, -0.223, -0.619, -0.225, -0.140, 0.261, -0.347, -0.042, 0.037, 0.232, 0.196, 0.225, 0.231, 0.192, 0.241, 0.215, 0.235, 0.252, 0.285],
  "relative_energy_kcal_mol": 29.1,
  "charge": 1,
  "homo_lumo_gap_ev": [7.39, 6.44],
  "spin_multiplicity": 3,
  "s_squared": 2.056,
  "homo_ev": [-11.107, -11.292],
  "e_tot_ev": -63295.837
}



(4)
{
  "formula": "C16H20FN5O2S",
  "method": "wB97M-V/def2-TZVPD",
  "symbols": ["N", "C", "O", "C", "H", "H", "S", "C", "N", "N", "C", "N", "C", "H", "H", "C", "C", "H", "C", "H", "C", "H", "O", "H", "H", "H", "H", "C", "N", "C", "C", "C", "C", "C", "C", "H", "H", "F", "H", "H", "H", "H", "H", "H", "H"],
  "xyz": [[3.36, 3.50, -2.24], [3.19, 4.24, -1.27], [4.12, 4.82, -0.66], [1.80, 4.47, -0.87], [1.20, 4.41, -1.89], [1.70, 5.54, -0.33], [1.23, 3.41, 0.26], [1.04, 1.87, -0.80], [1.25, 1.91, -2.08], [0.64, 0.76, -2.62], [0.26, 0.09, -1.39], [0.49, 0.76, -0.35], [-0.02, 0.32, 0.71], [-1.01, -0.18, 0.97], [-0.07, 1.19, 1.48], [0.96, -0.43, 1.58], [2.24, 0.18, 1.74], [3.08, -0.52, 1.94], [2.04, 0.63, 3.31], [1.56, 1.86, 3.18], [1.10, -0.20, 3.82], [1.45, -0.67, 4.75], [0.52, -1.01, 2.94], [0.10, 0.50, 4.41], [3.14, 0.67, 3.93], [2.57, 0.78, 1.13], [1.10, -1.42, 0.75], [-0.44, -1.32, -1.56], [-1.89, -0.98, -1.29], [-2.77, -2.18, -1.14], [-4.02, -2.06, -0.97], [-4.84, -3.09, -0.87], [-4.46, -4.33, -0.59], [-3.07, -4.53, -0.83], [-2.20, -3.47, -1.01], [-1.16, -3.77, -0.80], [-2.60, -5.69, -0.62], [-5.46, -5.17, -0.30], [-6.00, -2.86, -0.71], [-4.42, -0.88, -1.04], [-2.51, -0.26, -1.72], [-0.04, -1.72, -0.90], [-0.34, -1.48, -2.78], [4.37, 3.38, -2.71], [2.81, 2.92, -2.54]],
  "nbo_charge": [-0.717, 0.615, -0.660, -0.714, 0.254, 0.295, 0.317, 0.231, -0.365, -0.286, 0.370, -0.447, -0.272, 0.290, 0.216, 0.145, -0.449, 0.222, -0.414, 0.214, -0.099, 0.205, -0.495, 0.106, 0.243, 0.212, 0.143, -0.177, -0.662, 0.141, -0.220, -0.246, 0.345, -0.224, -0.286, 0.238, 0.222, -0.310, 0.226, 0.196, 0.407, 0.153, 0.252, 0.397, 0.387],
  "charge": 0,
  "homo_lumo_gap_ev": 9.11,
  "homo_ev": -8.697,
  "e_tot_ev": -41999.886
}



Please write out number 2 again, unchanged.
{
  "formula": "C16H20F16NO2",
  "method": "wB97M-V/def2-TZVPD",
  "symbols": ["C", "C", "C", "C", "C", "N", "C", "H", "H", "H", "H", "H", "H", "H", "H", "H", "H", "H", "H", "C", "C", "C", "F", "F", "F", "F", "O", "C", "C", "F", "F", "F", "F", "H", "H", "H", "H", "C", "C", "C", "F", "F", "F", "F", "O", "C", "C", "F", "F", "F", "F", "H", "H", "H", "H"],
  "xyz": [[-2.66, 2.07, -4.09], [-1.70, 2.49, -5.36], [-1.66, 4.09, -5.68], [-0.32, 4.72, -4.99], [-0.96, 5.72, -3.85], [-2.33, 5.92, -3.96], [-2.84, 5.08, -5.13], [-2.63, 2.82, -3.19], [-2.27, 1.03, -3.69], [-3.77, 1.91, -4.48], [-0.60, 2.12, -5.07], [-2.01, 1.91, -6.34], [-1.78, 4.17, -6.84], [0.48, 3.97, -4.56], [0.17, 5.41, -5.82], [-0.32, 6.24, -3.00], [-2.87, 6.55, -3.31], [-3.30, 5.76, -5.99], [-3.80, 4.56, -4.72], [-0.12, 1.64, -1.16], [1.31, 2.17, -0.99], [2.41, 1.13, -1.15], [2.30, 0.11, -0.27], [3.64, 1.69, -0.94], [1.41, 2.82, 0.20], [1.51, 3.13, -1.95], [-0.82, 1.30, 0.04], [-0.53, 0.01, 0.57], [0.23, 0.06, 1.90], [1.36, 0.80, 1.82], [0.61, -1.18, 2.30], [0.12, -0.71, -0.38], [-1.73, -0.60, 0.74], [-0.71, 2.47, -1.58], [-0.19, 0.85, -1.92], [2.42, 0.70, -2.16], [-0.40, 0.50, 2.69], [1.60, -6.41, 4.33], [2.47, -6.16, 5.58], [1.69, -6.03, 6.89], [0.80, -5.01, 6.86], [2.54, -5.76, 7.92], [3.26, -5.08, 5.35], [3.32, -7.22, 5.70], [1.26, -5.27, 3.55], [0.14, -4.52, 4.03], [0.53, -3.13, 4.54], [1.50, -3.19, 5.49], [-0.53, -2.50, 5.11], [-0.52, -5.26, 4.95], [-0.71, -4.40, 2.97], [2.21, -7.03, 3.65], [0.73, -7.04, 4.55], [1.16, -6.95, 7.13], [0.90, -2.50, 3.73]],
  "nbo_charge": [-0.654, -0.414, -0.235, -0.492, 0.288, -0.471, -0.263, 0.203, 0.241, 0.238, 0.216, 0.245, 0.262, 0.291, 0.291, 0.272, 0.474, 0.258, 0.251, -0.135, 0.594, 0.517, -0.313, -0.317, -0.304, -0.345, -0.505, 0.847, 0.500, -0.313, -0.326, -0.317, -0.310, 0.208, 0.212, 0.145, 0.169, -0.144, 0.594, 0.516, -0.322, -0.323, -0.311, -0.325, -0.505, 0.847, 0.487, -0.315, -0.326, -0.318, -0.321, 0.232, 0.212, 0.147, 0.172],
  "relative_energy_kcal_mol": 79.5,
  "charge": 1,
  "homo_lumo_gap_ev": 7.68,
  "homo_ev": -12.778,
  "e_tot_ev": -65970.609
}



Copy entry 2 word for word.
{
  "formula": "C16H20F16NO2",
  "method": "wB97M-V/def2-TZVPD",
  "symbols": ["C", "C", "C", "C", "C", "N", "C", "H", "H", "H", "H", "H", "H", "H", "H", "H", "H", "H", "H", "C", "C", "C", "F", "F", "F", "F", "O", "C", "C", "F", "F", "F", "F", "H", "H", "H", "H", "C", "C", "C", "F", "F", "F", "F", "O", "C", "C", "F", "F", "F", "F", "H", "H", "H", "H"],
  "xyz": [[-2.66, 2.07, -4.09], [-1.70, 2.49, -5.36], [-1.66, 4.09, -5.68], [-0.32, 4.72, -4.99], [-0.96, 5.72, -3.85], [-2.33, 5.92, -3.96], [-2.84, 5.08, -5.13], [-2.63, 2.82, -3.19], [-2.27, 1.03, -3.69], [-3.77, 1.91, -4.48], [-0.60, 2.12, -5.07], [-2.01, 1.91, -6.34], [-1.78, 4.17, -6.84], [0.48, 3.97, -4.56], [0.17, 5.41, -5.82], [-0.32, 6.24, -3.00], [-2.87, 6.55, -3.31], [-3.30, 5.76, -5.99], [-3.80, 4.56, -4.72], [-0.12, 1.64, -1.16], [1.31, 2.17, -0.99], [2.41, 1.13, -1.15], [2.30, 0.11, -0.27], [3.64, 1.69, -0.94], [1.41, 2.82, 0.20], [1.51, 3.13, -1.95], [-0.82, 1.30, 0.04], [-0.53, 0.01, 0.57], [0.23, 0.06, 1.90], [1.36, 0.80, 1.82], [0.61, -1.18, 2.30], [0.12, -0.71, -0.38], [-1.73, -0.60, 0.74], [-0.71, 2.47, -1.58], [-0.19, 0.85, -1.92], [2.42, 0.70, -2.16], [-0.40, 0.50, 2.69], [1.60, -6.41, 4.33], [2.47, -6.16, 5.58], [1.69, -6.03, 6.89], [0.80, -5.01, 6.86], [2.54, -5.76, 7.92], [3.26, -5.08, 5.35], [3.32, -7.22, 5.70], [1.26, -5.27, 3.55], [0.14, -4.52, 4.03], [0.53, -3.13, 4.54], [1.50, -3.19, 5.49], [-0.53, -2.50, 5.11], [-0.52, -5.26, 4.95], [-0.71, -4.40, 2.97], [2.21, -7.03, 3.65], [0.73, -7.04, 4.55], [1.16, -6.95, 7.13], [0.90, -2.50, 3.73]],
  "nbo_charge": [-0.654, -0.414, -0.235, -0.492, 0.288, -0.471, -0.263, 0.203, 0.241, 0.238, 0.216, 0.245, 0.262, 0.291, 0.291, 0.272, 0.474, 0.258, 0.251, -0.135, 0.594, 0.517, -0.313, -0.317, -0.304, -0.345, -0.505, 0.847, 0.500, -0.313, -0.326, -0.317, -0.310, 0.208, 0.212, 0.145, 0.169, -0.144, 0.594, 0.516, -0.322, -0.323, -0.311, -0.325, -0.505, 0.847, 0.487, -0.315, -0.326, -0.318, -0.321, 0.232, 0.212, 0.147, 0.172],
  "relative_energy_kcal_mol": 79.5,
  "charge": 1,
  "homo_lumo_gap_ev": 7.68,
  "homo_ev": -12.778,
  "e_tot_ev": -65970.609
}